Version P
Molecular formula: C4H10O2
Method: DFT, ωB97M-V/def2-TZVPD

Output
HOMO in eV: -7.37
E_LUMO in eV: 0.56
HOMO-LUMO gap in eV: 7.932

The geometry in ORCA input format:
```
! RIJCOSX wB97M-V def2-TZVPD def2/J DEFGRID3
* xyz 0 1
C 1.79 0.63 0.17
C 0.50 -0.12 -0.22
C -0.61 0.89 -0.49
O -1.70 0.19 -1.12
C 0.31 -1.13 0.90
O -1.34 -1.74 0.62
H 2.14 1.27 -0.64
H 1.61 1.25 1.06
H 2.57 -0.09 0.42
H 0.69 -0.63 -1.18
H -0.27 1.69 -1.16
H -0.94 1.34 0.46
H -2.49 0.75 -1.09
H -0.91 -2.55 0.33
H 0.05 -0.56 1.81
H -1.70 -1.26 -0.17
*
```

Version Q
Molecular formula: C4H10O2
Method: DFT, ωB97M-V/def2-TZVPD

Output
HOMO in eV: -9.82
E_LUMO in eV: 1.07
SMILES string: CCOCCO
HOMO-LUMO gap in eV: 10.892

The geometry in ORCA input format:
```
! RIJCOSX wB97M-V def2-TZVPD def2/J DEFGRID3
* xyz 0 1
C 1.66 -1.68 0.62
C 0.27 -1.25 0.10
O -0.24 -0.01 0.64
C -1.39 0.64 -0.05
C -0.92 2.05 -0.50
O 0.42 1.80 -0.84
H 2.46 -0.98 0.35
H 1.92 -2.64 0.15
H 1.69 -1.84 1.70
H -0.44 -2.05 0.35
H 0.33 -1.16 -1.00
H -2.20 0.65 0.68
H -1.67 0.09 -0.96
H -1.02 2.83 0.28
H -1.48 2.45 -1.37
H 0.61 1.10 -0.15
*
```

Version R
Molecular formula: C4H10O2
Method: DFT, ωB97M-V/def2-TZVPD

Output
HOMO in eV: -8.63
E_LUMO in eV: 0.85
HOMO-LUMO gap in eV: 9.484

The geometry in ORCA input format:
```
! RIJCOSX wB97M-V def2-TZVPD def2/J DEFGRID3
* xyz 0 1
C 1.58 1.23 -0.01
O 0.74 0.24 0.54
C 0.21 -0.63 -0.45
C -0.27 -1.89 0.25
C -2.12 0.85 -0.45
O -1.49 1.80 0.18
H 2.41 0.77 -0.57
H 1.03 1.91 -0.67
H 1.99 1.80 0.83
H 0.99 -0.86 -1.19
H 0.57 -2.55 0.50
H -0.97 -2.44 -0.39
H -0.78 -1.64 1.18
H -0.58 -0.12 -1.04
H -2.21 -0.02 0.25
H -1.10 1.52 1.03
*
```

Version S
Molecular formula: C4H10O2
Method: DFT, ωB97M-V/def2-TZVPD

Output
HOMO in eV: -8.61
E_LUMO in eV: 0.90
SMILES string: C=CO.CCO
HOMO-LUMO gap in eV: 9.511

The geometry in ORCA input format:
```
! RIJCOSX wB97M-V def2-TZVPD def2/J DEFGRID3
* xyz 0 1
C 0.87 -1.57 2.31
C -0.46 -1.34 2.31
O -1.07 -0.62 1.36
H 1.34 -2.15 3.10
H 1.53 -1.47 1.47
H -1.12 -1.63 3.11
H -0.65 -0.48 0.49
C 0.27 1.82 -1.92
C -0.62 0.65 -1.52
O 0.19 -0.43 -0.94
H -0.15 2.26 -2.84
H 0.29 2.61 -1.18
H 1.18 1.36 -2.32
H -1.14 0.21 -2.36
H -1.34 0.87 -0.74
H 0.89 -0.10 -0.33
*
```

Among the structures above, stability is greatest for version Q.